A molecular structure, C28H29N3O5PPb. Source: the Open Molecules 2025 dataset; level of theory: the ωB97M-V functional and the def2-TZVPD basis.

Output
E (eV): -58745.4306
Net charge: +1

Geometry as XYZ:
```
67
Properties=species:S:1:pos:R:3:forces:R:3
Pb -0.045735 0.111000 0.208942 0.0005 0.4065 -0.1792
P 0.261846 0.114248 -2.628879 0.0400 -0.0411 -0.2143
O -0.410405 0.777063 2.219271 0.0433 0.3025 0.2267
O 1.394988 -1.447825 -0.140713 0.3383 -0.1060 0.1864
O 2.265370 -3.457451 0.317954 -0.1764 0.4699 -0.1010
O -2.586347 -0.742778 -0.182322 0.1506 -0.3003 0.1074
O 0.951999 0.522349 3.996160 -0.3141 -0.0154 -0.2782
N -0.555614 -1.864968 1.728869 0.0251 0.8052 -0.4719
N 1.854022 1.474304 0.509918 0.1311 -0.1306 0.0224
N 3.672623 2.430109 1.199752 0.0327 0.1778 -0.0093
C -1.133786 1.712898 -0.949083 0.1344 -0.6146 0.1938
C -1.850234 -1.479917 -5.712554 0.0149 -0.0146 -0.0043
C -0.893107 -1.633541 -6.709300 0.0215 -0.0210 -0.0090
C -0.921286 1.441456 -2.288852 -0.3019 0.3173 -0.2667
C 0.258495 0.081871 3.107593 0.1151 0.3990 0.1411
C 2.932639 3.421974 0.586885 0.1717 -0.0422 0.1209
C 0.796005 -0.746122 -5.240762 -0.1065 0.0153 -0.0341
C 1.850234 0.956067 -2.874388 0.0146 -0.0501 -0.0383
C -2.713579 -1.994416 0.511694 -0.1338 0.2918 -0.2095
C 3.532326 0.002190 1.727418 -0.0945 0.0812 -0.0193
C -2.662203 3.450513 -1.441306 0.0143 0.0145 -0.0135
C -1.971670 2.708027 -0.485610 0.0658 0.0377 0.0219
C 0.106759 -1.417476 2.966608 -0.1693 -0.4617 0.2104
C 0.426245 -1.275874 -6.471181 0.0059 -0.0133 0.0485
C -2.496910 3.188402 -2.798429 -0.0051 -0.0374 0.0158
C -1.487404 -0.960926 -4.481211 0.0368 0.0075 0.0109
C -1.628492 2.193125 -3.229672 0.0490 0.1048 0.0914
C 3.003045 1.266712 1.143986 -0.1327 0.1530 -0.1750
C 3.010047 0.322381 -2.427877 0.0177 0.0676 -0.0086
C -0.166158 -0.568786 -4.247781 -0.0528 -0.0444 -0.0322
C 3.165571 2.798230 -3.691483 -0.0033 -0.0014 0.0076
C 1.804638 2.817538 0.160870 -0.1171 -0.2776 0.0179
C 4.321163 2.169546 -3.240462 -0.0069 0.0006 -0.0074
C -2.017315 -1.944063 1.844652 0.0655 -0.4548 0.4451
C 1.931344 2.192876 -3.512047 0.0997 0.0131 -0.0045
C 0.100868 -3.014758 1.135045 0.0085 -0.3873 0.1985
C 4.245585 0.931246 -2.617300 -0.0462 -0.0201 0.0181
C 1.375052 -2.641670 0.403521 0.2590 -0.2287 -0.1411
H -2.878020 -1.767607 -5.896308 0.0414 0.0036 0.0105
H 3.227983 3.757650 -4.189610 0.0018 -0.0188 0.0234
H -2.103629 2.905969 0.572845 0.0267 -0.0552 -0.0622
H -3.345972 4.225559 -1.116765 0.0181 -0.0223 -0.0361
H 5.284015 2.645799 -3.382535 -0.0402 -0.0259 -0.0041
H 3.265232 4.443723 0.519673 0.0186 -0.0898 0.0005
H 0.969356 3.242056 -0.373149 0.0566 -0.0606 0.0509
H 3.200311 -0.852632 1.143624 0.0490 0.0243 -0.0095
H 4.621845 0.016687 1.730301 -0.0181 0.0050 -0.0032
H 4.563828 2.551503 1.650820 0.0197 0.0061 -0.0132
H 1.173265 -1.405904 -7.244482 -0.0339 0.0002 0.0333
H -1.500847 1.995986 -4.288118 -0.0120 0.0123 0.0153
H -2.342995 -1.060054 2.393098 -0.0508 0.0247 0.0371
H -3.134435 -0.078478 0.254134 -0.0608 0.0194 -0.0540
H 1.826806 -0.467945 -5.060598 -0.0250 0.0287 -0.0148
H -3.055365 3.762520 -3.527189 0.0221 -0.0062 0.0316
H 0.399721 -3.767917 1.866966 -0.2448 -0.0167 0.0943
H 2.941745 -0.637177 -1.926638 0.0126 0.0396 -0.0129
H 3.189828 -0.104718 2.757587 -0.0236 0.0013 0.0357
H 1.034797 2.684302 -3.871076 0.0117 0.0002 0.0163
H -2.313462 -2.824195 2.429720 0.0903 0.0042 0.0435
H 5.148117 0.435080 -2.279962 -0.0450 0.0226 -0.0104
H -2.233247 -0.852478 -3.700532 0.0070 0.0293 -0.0174
H -0.466475 -1.736857 3.843530 0.1153 -0.1772 -0.0182
H 1.104284 -1.847020 3.039148 -0.0256 -0.1582 -0.0215
H -3.760026 -2.260213 0.655704 -0.0673 0.0555 -0.0270
H -0.550366 -3.489505 0.400834 0.0204 -0.0318 0.0542
H -1.176716 -2.043340 -7.670815 0.0103 0.0268 0.0324
H -2.272815 -2.734440 -0.151626 -0.0701 -0.0439 -0.0422
```
Forces are in eV/Å.

Here are the Löwdin charges for atoms 1 to 8, given in e:
1 Pb 1.471
2 P 1.082
3 O -0.156
4 O -0.208
5 O 0.110
6 O -0.118
7 O 0.099
8 N -0.212


A molecular structure, C2H8NO2. Source: the Open Molecules 2025 dataset; level of theory: the ωB97M-V functional and the def2-TZVPD basis.

Output
E (eV): -7786.6328
Net charge: -1

Geometry as XYZ:
```
13
Properties=species:S:1:pos:R:3:forces:R:3
O 0.038568 -0.300664 1.242742 -0.6524 -0.5457 0.6063
O 2.495687 -0.132141 1.730699 -0.2931 -0.3551 -0.3672
N -2.000233 0.618896 -1.399018 1.6294 -0.3030 3.5477
C -1.015604 -0.455801 -0.919167 2.0529 -3.1336 -2.4288
C 0.226472 -0.035496 -0.107223 0.3705 0.6313 0.5148
H -0.664032 -1.124773 -1.721611 0.0054 0.4122 -0.3724
H -1.623217 0.663503 -0.374435 -3.3882 2.7524 -0.1105
H 0.979178 -0.314244 1.675245 0.4199 0.4560 -0.2660
H -1.519365 -1.181564 -0.280402 -0.5508 0.4194 0.1505
H -1.486296 1.468520 -1.647906 0.4048 -0.4737 -0.7530
H 0.414481 1.048374 -0.195892 -0.0397 0.1267 -0.5243
H 3.006937 0.266448 2.427798 0.0930 0.1611 0.4009
H 1.147425 -0.521058 -0.430831 -0.0517 -0.1479 -0.3980
```
Forces are in eV/Å.

Here are the natural (NBO) charges for atoms 1 to 8, given in e:
1 O -0.816
2 O -1.304
3 N -0.841
4 C -0.332
5 C -0.084
6 H 0.170
7 H 0.401
8 H 0.531


A molecular structure, C10H8O3. Source: the Open Molecules 2025 dataset; level of theory: the ωB97M-V functional and the def2-TZVPD basis.

Output
E (eV): -16637.7853

Geometry as XYZ:
```
21
Properties=species:S:1:pos:R:3:forces:R:3
O 2.578727 1.501924 -0.678901 -0.5651 -4.7453 2.1923
O -3.272219 -0.770839 -0.147368 0.7767 1.4083 0.5440
O 0.142958 2.331734 0.316246 3.1527 2.9605 -1.2238
C -2.656538 1.420375 -0.010113 0.7514 -1.0918 -0.0479
C 0.300225 -1.291604 -0.122133 2.5186 0.2012 0.7951
C -0.139067 1.057353 0.268701 -1.1448 -2.5615 -3.6625
C -1.491556 0.563330 -0.068276 1.7482 5.2616 3.3572
C -0.944772 -1.722261 -0.112041 -2.1886 -1.3352 0.0632
C -1.872526 -0.716475 -0.019322 -2.9005 -0.3078 -1.4282
C 3.352850 -0.882644 0.241554 -0.6975 -1.8620 1.0385
C -3.687470 0.613051 -0.065542 0.7040 -2.8134 -0.9276
C 2.251426 0.344175 -0.215312 -0.3300 0.9525 -0.2747
C 0.740848 0.017828 0.015528 3.0928 1.7247 0.1742
H 3.416044 -2.170639 -0.296040 -0.5349 4.6028 1.3372
H 3.341272 -1.117528 1.443663 -0.7721 0.7172 -2.9811
H 4.306927 -0.399260 0.163973 0.6503 -0.0652 -0.6545
H 1.158471 2.667978 -0.164046 -3.8660 -2.5676 1.9590
H -1.222297 -2.749176 -0.195988 -0.0199 -0.5077 0.1055
H 1.085161 -1.974107 -0.022219 1.0192 -1.3092 -0.5153
H -2.733533 2.456307 0.059930 0.2418 1.4582 -0.0612
H -4.654929 0.820478 -0.392298 -1.6363 -0.1203 0.2107
```
Forces are in eV/Å.

Here are the natural (NBO) charges for atoms 1 to 8, given in e:
1 O -0.606
2 O -0.439
3 O -0.689
4 C -0.279
5 C -0.165
6 C 0.418
7 C -0.162
8 C -0.273


A molecular structure, C21H21N3O2PtS2Se2. Source: the Open Molecules 2025 dataset; level of theory: the ωB97M-V functional and the def2-TZVPD basis.

Output
Spin multiplicity: 3
E (eV): -186293.6352

Geometry as XYZ:
```
52
Properties=species:S:1:pos:R:3:forces:R:3
Pt -0.098500 0.509400 1.184400 0.7814 0.4928 1.2877
Se -3.050700 2.543400 0.176100 -0.0453 0.5944 0.1174
Se -0.741300 3.183900 2.011100 0.0242 -0.6822 -0.1290
S 0.305400 -1.034400 2.866900 -0.5254 0.2953 -0.3835
S 2.158800 1.025400 1.264500 -0.7946 -0.0673 -0.3570
O -0.073100 -1.784100 -0.429400 0.0002 -0.1849 -0.3848
O 1.824200 -2.829700 0.069600 0.3004 0.2846 -0.1745
N -2.141200 -0.025100 0.927200 0.0108 -0.1024 -0.2893
N 0.789900 -5.060400 0.771900 -0.1013 -0.2275 0.4322
N -0.045700 1.955400 -0.301800 0.4357 0.4480 0.0993
C 0.665700 -6.111900 -0.239900 -0.1399 -0.1865 -0.2022
C -4.017600 0.037000 -0.553200 0.0843 0.0570 -0.0459
C 0.673800 4.237000 -0.306600 -0.0686 -0.1976 0.0148
C 0.420400 1.798900 -1.534300 0.1313 0.0009 -0.4862
C -0.211200 -4.034000 0.448500 0.0473 0.3357 -0.1082
C 4.460600 -0.012000 4.338300 -0.0154 -0.0840 0.1971
C -2.394100 -1.326200 1.117100 -0.4106 -0.5469 0.1179
C 3.685400 -0.957400 5.009300 0.1709 -0.0255 -0.0364
C -3.004700 0.678900 0.175500 -0.1999 -0.1209 0.0778
C -4.200800 -1.315700 -0.432300 0.1737 -0.0656 0.2623
C 0.058700 3.151000 0.305200 -0.0538 0.4465 -0.2280
C -0.811300 -6.113500 -0.638200 0.1672 0.0980 0.0426
C 0.508800 -2.758600 -0.020400 -0.0173 -0.3760 0.2240
C -3.406800 -2.006700 0.481500 -0.0580 0.1045 0.0826
C -1.130800 -4.616300 -0.652100 0.0621 -0.1023 -0.0136
C 2.707500 0.281300 2.724600 -0.0794 -0.3930 0.4375
C 1.917200 -0.655300 3.406600 0.5309 0.3147 -0.1150
C 1.182500 4.067800 -1.580900 -0.1323 -0.2466 -0.0070
C 3.979000 0.601600 3.206000 -0.1459 -0.1085 -0.0990
C 2.434600 -1.291400 4.537500 -0.1893 0.1444 -0.1269
C 1.033000 2.836500 -2.214800 -0.0963 0.0926 0.0279
H -1.770400 -1.827300 1.846100 0.0392 0.0161 -0.1932
H 5.437800 0.246000 4.713400 0.1426 0.0304 0.0616
H 4.572700 1.329600 2.670000 0.0403 0.0528 0.0008
H -3.577500 -3.050500 0.693600 0.0406 -0.0478 0.0407
H 2.044900 -3.717400 0.439300 -0.2943 0.0931 0.0176
H 0.293800 0.814100 -1.966300 0.1126 -0.0199 0.0427
H -1.403100 -6.629000 0.122500 0.0124 -0.0172 -0.0215
H 4.070400 -1.425400 5.901900 0.0283 -0.0971 0.0901
H 0.616000 -5.442800 1.694900 0.0489 0.0759 -0.1084
H -4.970000 -1.826200 -0.990800 -0.1005 -0.0187 -0.0704
H -2.180900 -4.405000 -0.463700 0.0567 0.0475 -0.0578
H 1.397800 2.680000 -3.217100 0.0251 -0.0500 -0.0631
H 1.277700 -5.836500 -1.104400 0.0152 -0.0762 0.0054
H 0.762600 5.174800 0.222700 -0.0277 -0.0227 0.0133
H -4.646000 0.642200 -1.188800 -0.0701 -0.0054 -0.0277
H 1.684600 4.886800 -2.077000 0.0111 0.0027 -0.0482
H 1.819600 -2.030500 5.033400 0.0182 -0.0116 0.1400
H -0.986100 -6.590200 -1.600700 -0.0591 -0.0410 -0.0167
H -0.785100 -3.754900 1.336800 0.1439 -0.0231 -0.0373
H 1.020700 -7.069000 0.142200 0.0487 0.0771 0.0012
H -0.866100 -4.185200 -1.618500 -0.0793 0.0433 -0.0039
```
Forces are in eV/Å.

Here are the natural (NBO) charges for atoms 1 to 8, given in e:
1 Pt 0.808
2 Se 0.062
3 Se 0.164
4 S -0.180
5 S -0.062
6 O -0.638
7 O -0.661
8 N -0.546


3 unconnected molecules or ions with the total composition C4H15N2O3. Source: the Open Molecules 2025 dataset; level of theory: the ωB97M-V functional and the def2-TZVPD basis.

Output
Spin multiplicity: 2
E (eV): -13493.2200
Net charge: +2

Geometry as XYZ:
```
24
Properties=species:S:1:pos:R:3:forces:R:3
O -1.860095 -0.442667 1.139765 0.2206 -0.6242 2.4494
O 0.345432 -2.938813 -0.155257 0.4210 -0.5746 0.2455
O 2.231409 -0.060971 -1.151906 -1.4980 5.3352 -2.3962
N -0.228328 0.595235 2.260155 2.0615 2.8776 1.1256
N -1.479772 0.202378 -1.218282 0.2077 1.0125 -0.2117
C 0.835301 1.609645 2.422766 2.3031 -2.4088 -1.1275
C -0.598802 -0.309641 -2.307706 0.1352 2.4128 -3.5632
C -0.906811 1.120767 -0.192015 -0.9625 1.6191 1.3430
C -0.984495 0.434136 1.195321 -1.9242 -1.3042 -4.3026
H 0.980189 -3.629492 -0.439854 -0.3499 0.6076 -0.1255
H 0.285718 0.332128 -2.691040 -1.8128 -0.4141 1.1787
H -0.375846 -0.005223 3.039107 -0.5935 -0.9841 1.0080
H 1.477206 1.585707 1.433804 -1.3550 0.5970 1.8487
H -0.063008 -3.387924 0.599610 -0.1291 0.1719 -0.1103
H 2.154437 -0.817409 -0.724619 -0.4995 -5.7473 3.0383
H 0.090560 1.391999 -0.441441 0.6627 0.6838 -0.4787
H -1.686397 -0.623570 -0.647294 -1.3282 -0.0825 -0.6157
H 3.140057 0.071094 -1.297485 1.9091 0.3908 -0.4263
H -1.673092 1.960307 -0.087647 1.5522 -0.4883 -0.2600
H 0.603002 2.567315 2.849515 -1.2021 1.0469 -0.5806
H 1.481410 1.308519 3.284130 -0.3241 -0.5689 -0.7474
H -0.174812 -1.197203 -2.020559 0.8031 -2.2432 0.8649
H -1.285153 -0.465448 -3.190508 0.8313 -0.0427 0.9703
H -2.308121 0.699128 -1.658570 0.8713 -1.2722 0.8734
```
Forces are in eV/Å.

Here are the natural (NBO) charges for atoms 1 to 8, given in e:
1 O -0.313
2 O -0.986
3 O -0.955
4 N -0.181
5 N -0.512
6 C -0.512
7 C -0.452
8 C -0.313